{
  "formula": "C40H45BrCoN4OSSi",
  "method": "the ωB97M-V functional and the def2-TZVPD basis",
  "de_lowest_kj_mol": 0.0,
  "s_squared": 3.7659,
  "multiplicity": 4,
  "energy_ha": -6490.041600,
  "homo_energy_ev": [-6.54, -7.14],
  "gap_ev": [5.942, 6.554],
  "total_charge": 0,
  "symbols": ["Co", "C", "C", "N", "N", "C", "N", "S", "C", "C", "C", "C", "C", "N", "H", "H", "H", "H", "H", "H", "H", "H", "H", "H", "C", "C", "C", "C", "C", "C", "C", "Br", "C", "O", "C", "C", "C", "C", "C", "C", "H", "H", "H", "H", "H", "H", "H", "H", "H", "H", "H", "H", "H", "H", "H", "H", "H", "H", "H", "H", "C", "C", "C", "C", "C", "C", "Si", "C", "C", "C", "C", "C", "C", "C", "C", "C", "C", "C", "C", "H", "H", "H", "H", "H", "H", "H", "H", "H", "H", "H", "H", "H", "H", "H"],
  "positions_angstrom": [[-0.15853, 1.17570, 1.01237], [-1.68733, 4.99015, -0.76491], [-0.97748, 3.73276, -0.37240], [-1.03624, 3.15869, 0.77015], [-1.82801, 3.65649, 1.75846], [-1.72371, 3.08744, 2.99604], [-2.60472, 3.55953, 3.89543], [-0.56054, 1.95893, 3.38339], [-0.09489, 3.03941, -1.33595], [0.05570, 3.46937, -2.64684], [0.91707, 2.77745, -3.48280], [1.60390, 1.68487, -2.98467], [1.38333, 1.30484, -1.67066], [0.54722, 1.95783, -0.86717], [-2.11478, 5.49773, 0.09636], [-2.48672, 4.78462, -1.47922], [-0.98343, 5.67531, -1.23823], [-2.73016, 4.03408, 1.48236], [-3.44464, 4.02237, 3.58212], [-2.65474, 3.06467, 4.76949], [-0.49230, 4.32642, -3.01083], [1.04794, 3.09085, -4.50996], [2.29317, 1.12096, -3.59702], [1.88525, 0.44536, -1.24156], [6.58745, -0.47525, -1.48231], [6.25685, -1.43747, -0.33304], [7.23485, -1.19334, 0.82443], [6.45928, -2.86709, -0.83615], [4.82564, -1.19136, 0.14357], [4.46618, 0.05704, 0.63117], [3.17184, 0.28663, 1.05363], [2.74365, 2.01520, 1.73512], [2.14540, -0.67341, 1.00847], [0.91278, -0.40195, 1.36429], [2.52608, -1.96496, 0.55117], [3.83540, -2.17344, 0.13177], [1.50043, -3.10439, 0.54600], [0.32121, -2.75840, -0.37263], [2.10107, -4.41980, 0.04440], [0.99490, -3.34356, 1.97743], [7.61213, -0.63195, -1.82856], [6.49329, 0.56614, -1.17125], [5.91175, -0.63769, -2.32481], [8.26367, -1.36227, 0.49671], [7.02224, -1.86844, 1.65524], [7.16398, -0.17084, 1.19780], [7.49062, -2.99145, -1.17228], [5.80330, -3.09393, -1.67899], [6.27428, -3.60097, -0.04965], [5.18576, 0.86356, 0.69185], [4.09935, -3.15802, -0.22040], [0.66638, -2.61893, -1.40159], [-0.18185, -1.85495, -0.03759], [-0.40970, -3.57154, -0.36940], [2.45352, -4.34226, -0.98689], [1.33010, -5.19211, 0.07350], [2.93065, -4.75469, 0.67095], [0.54883, -2.44116, 2.38839], [1.81974, -3.65692, 2.62204], [0.23731, -4.13186, 1.97917], [-3.42028, -3.77319, 2.34570], [-3.90199, -3.51489, 1.06918], [-3.60901, -2.30992, 0.44534], [-2.82647, -1.33904, 1.07552], [-2.34307, -1.62522, 2.35495], [-2.64048, -2.82375, 2.99011], [-2.36460, 0.30889, 0.26227], [-3.79288, 1.49858, 0.71539], [-4.10836, 2.60418, -0.08706], [-4.99038, 3.59204, 0.33366], [-5.60892, 3.48898, 1.57708], [-5.34776, 2.37928, 2.37152], [-4.44961, 1.40646, 1.94662], [-2.59556, 0.06018, -1.61379], [-3.82173, 0.20737, -2.27054], [-3.94821, -0.01260, -3.63607], [-2.84403, -0.39438, -4.38531], [-1.61875, -0.56284, -3.75654], [-1.50344, -0.33550, -2.39168], [-3.64379, -4.71474, 2.83198], [-4.50448, -4.25587, 0.55762], [-3.98584, -2.12791, -0.55553], [-1.70076, -0.90658, 2.85552], [-2.24612, -3.02459, 3.97890], [-3.65419, 2.68961, -1.06978], [-5.21624, 4.43119, -0.31511], [-6.31308, 4.24497, 1.90220], [-5.85022, 2.26839, 3.32584], [-4.25271, 0.55360, 2.58814], [-4.70131, 0.49511, -1.70485], [-4.91271, 0.10755, -4.11478], [-2.94079, -0.56868, -5.44974], [-0.75251, -0.87591, -4.32780], [-0.54345, -0.49074, -1.91451]]
}

***

{
  "formula": "C40H45Cl10N7",
  "method": "the ωB97M-V functional and the def2-TZVPD basis",
  "de_lowest_kj_mol": 0.0,
  "smiles": "c1ccncc1.c1ccncc1.c1ccncc1.c1ccncc1.c1ccncc1.c1ccncc1.c1ccncc1.ClCCl.ClCCl.ClCCl.ClCCl.ClCCl",
  "energy_ha": -6536.350898,
  "homo_energy_ev": -9.48,
  "gap_ev": 9.630,
  "total_charge": 0,
  "symbols": ["C", "C", "C", "N", "C", "C", "H", "H", "H", "H", "H", "C", "C", "C", "N", "C", "C", "H", "H", "H", "H", "H", "C", "C", "C", "N", "C", "C", "H", "H", "H", "H", "H", "C", "C", "C", "N", "C", "C", "H", "H", "H", "H", "H", "C", "C", "C", "N", "C", "C", "H", "H", "H", "H", "H", "C", "C", "C", "N", "C", "C", "H", "H", "H", "H", "H", "C", "C", "C", "N", "C", "C", "H", "H", "H", "H", "H", "Cl", "C", "Cl", "H", "H", "Cl", "C", "Cl", "H", "H", "Cl", "C", "Cl", "H", "H", "Cl", "C", "Cl", "H", "H", "Cl", "C", "Cl", "H", "H"],
  "positions_angstrom": [[0.91664, -0.10470, 0.08696], [-0.29543, 0.34277, -0.42068], [-0.45243, 1.71191, -0.56473], [0.50733, 2.60973, -0.30968], [1.67974, 2.14316, 0.14292], [1.93659, 0.79984, 0.32857], [1.07439, -1.17530, 0.15861], [-1.08616, -0.29522, -0.79287], [-1.39575, 2.20102, -0.78346], [2.52107, 2.81222, 0.29242], [2.89203, 0.42414, 0.67097], [4.40254, -1.73119, -1.84738], [5.49632, -1.83789, -2.69241], [6.24013, -3.01631, -2.63848], [5.99623, -3.97135, -1.73578], [4.92893, -3.85666, -0.94226], [4.09248, -2.76415, -0.97212], [3.74764, -0.87198, -1.93442], [5.80628, -1.13216, -3.45186], [7.04812, -3.22161, -3.32677], [4.80857, -4.69809, -0.27178], [3.17136, -2.70360, -0.40774], [6.00890, 0.76741, 0.83820], [5.64046, 0.40780, 2.13377], [5.71493, 1.34008, 3.17738], [5.97390, 2.62400, 2.94405], [6.14512, 2.98587, 1.67330], [6.34806, 2.10399, 0.63650], [5.96707, 0.04793, 0.03372], [5.33432, -0.61893, 2.30038], [5.63427, 0.87744, 4.15314], [6.08456, 4.03267, 1.39265], [6.66142, 2.36066, -0.36762], [-5.74003, 1.61166, -0.14403], [-4.78810, 1.46986, -1.13850], [-5.22441, 1.23907, -2.45246], [-6.50785, 1.10016, -2.76451], [-7.40703, 1.13352, -1.78326], [-7.07546, 1.46415, -0.48958], [-5.42584, 1.84310, 0.86534], [-3.74995, 1.68200, -0.92636], [-4.48432, 1.27324, -3.24096], [-8.47308, 0.97874, -1.91862], [-7.83539, 1.61644, 0.26706], [-2.43095, 1.85548, 2.59369], [-2.51988, 2.82543, 1.60582], [-3.49526, 3.81663, 1.69042], [-4.39719, 3.79289, 2.68017], [-4.34214, 2.85099, 3.60403], [-3.37697, 1.83953, 3.59345], [-1.60389, 1.16066, 2.67788], [-1.79548, 2.90126, 0.80388], [-3.57104, 4.57962, 0.92857], [-5.03444, 2.96016, 4.43001], [-3.37516, 1.12029, 4.40182], [0.21851, -6.69768, 1.58433], [0.70551, -7.29152, 0.43342], [1.30636, -6.50173, -0.55996], [1.39479, -5.17692, -0.47780], [0.93813, -4.61237, 0.65737], [0.29557, -5.31055, 1.65608], [-0.25354, -7.26217, 2.37524], [0.50975, -8.34488, 0.28361], [1.56090, -6.98649, -1.49284], [1.10616, -3.54412, 0.69776], [-0.11118, -4.66058, 2.42224], [-2.35724, -1.87450, 1.52726], [-3.38798, -2.31252, 2.33491], [-3.84950, -3.62257, 2.16599], [-3.50639, -4.37835, 1.12987], [-2.51351, -3.93579, 0.35175], [-1.87932, -2.71145, 0.53119], [-1.90792, -0.89152, 1.61600], [-3.69644, -1.71917, 3.18532], [-4.55176, -3.97823, 2.91051], [-2.22660, -4.54273, -0.49883], [-1.07576, -2.50085, -0.16197], [3.30646, 5.43152, 0.79091], [3.81222, 6.41744, -0.55372], [5.14810, 5.69754, -1.45742], [3.03618, 6.58421, -1.29784], [4.04002, 7.40682, -0.16467], [0.10793, 6.35944, -2.40908], [-0.41219, 4.66959, -2.40049], [-2.14225, 4.60712, -1.89975], [-0.39559, 4.31960, -3.42411], [0.18780, 4.12111, -1.68229], [-3.24667, -1.63788, -2.52633], [-4.80022, -2.44315, -2.10890], [-5.52729, -3.17582, -3.55251], [-4.61432, -3.19914, -1.35461], [-5.49109, -1.69397, -1.73809], [0.32885, 7.14359, 1.53944], [-0.20494, 5.45310, 1.48378], [0.37681, 4.52832, 2.85512], [-1.28693, 5.43814, 1.52821], [0.19403, 4.99981, 0.58196], [2.21710, -3.35463, -4.38435], [0.67473, -3.28814, -3.53484], [0.45970, -1.65179, -2.87302], [-0.17534, -3.57227, -4.14515], [0.79255, -4.01219, -2.73110]]
}